Entry 1:
Computed, not measured: C29H31AuBN2O2 as an isolated structure in a non-equilibrium geometry, with ωB97M-V with the def2-TZVPD basis set.

Atoms and positions in Å:
Au 0.406 0.555 -0.121
N 1.359 1.712 2.038
C 2.573 2.412 1.759
C 3.085 3.354 2.605
C 4.303 4.013 2.326
C 4.999 3.714 1.196
C 4.478 2.774 0.274
C 5.137 2.464 -0.936
C 4.575 1.590 -1.815
C 3.332 1.020 -1.490
N 2.693 1.266 -0.366
C 3.250 2.130 0.540
H 1.540 0.818 2.486
H 0.745 2.247 2.638
H 2.551 3.586 3.519
H 4.685 4.740 3.030
H 5.947 4.190 0.982
H 6.085 2.943 -1.157
H 5.048 1.342 -2.754
H 2.840 0.342 -2.181
C 2.092 -5.971 -0.632
C 0.874 -5.607 -0.068
C 0.662 -4.306 0.347
C 1.671 -3.352 0.208
C 2.896 -3.729 -0.337
C 3.107 -5.033 -0.755
C 1.476 -1.940 0.577
C 0.350 -1.366 0.973
C -0.742 -1.600 1.859
C -0.469 -2.317 3.045
C -1.452 -2.507 3.995
C -2.726 -1.988 3.789
C -3.014 -1.285 2.621
C -2.037 -1.088 1.670
H 2.243 -6.982 -0.987
H 0.088 -6.343 0.038
H -0.292 -4.022 0.776
H 3.686 -2.992 -0.437
H 4.060 -5.317 -1.184
H 2.335 -1.294 0.388
H 0.527 -2.717 3.195
H -1.228 -3.059 4.899
H -3.497 -2.134 4.535
H -4.010 -0.892 2.460
H -2.252 -0.548 0.757
C -4.453 1.534 -0.413
C -3.390 1.948 -1.417
C -3.662 3.347 -1.926
O -2.122 1.978 -0.680
B -1.400 0.886 -1.062
O -1.954 0.152 -2.061
C -3.132 0.874 -2.541
C -2.749 1.482 -3.882
C -4.246 -0.135 -2.723
H -4.488 2.269 0.391
H -4.225 0.559 0.023
H -5.437 1.486 -0.882
H -3.867 4.003 -1.079
H -4.531 3.359 -2.587
H -2.805 3.748 -2.464
H -1.885 2.141 -3.782
H -3.577 2.045 -4.312
H -2.483 0.679 -4.569
H -4.395 -0.737 -1.828
H -3.993 -0.805 -3.545
H -5.184 0.367 -2.970

Values from the calculation:
Frontier orbital gap (alpha / beta) in eV: 5.695 / 5.849
Charge: +1
LUMO energy (alpha / beta) in eV: -4.743 / -4.614
HOMO (alpha / beta) in eV: -10.4 / -10.5
ΔE to the lowest compared entry with this formula, charge and spin in kcal per mole: 57.9

***

Entry 2:
Computed, not measured: a 13-piece molecular cluster, C29H31Cl48N4O3S overall in a non-equilibrium geometry, with ωB97M-V with the def2-TZVPD basis set.

Atoms and positions in Å:
C 7.550 -0.313 1.731
C 6.626 0.828 2.094
O 5.331 0.534 1.518
N 4.781 1.568 0.813
C 3.531 1.943 1.110
C 2.607 1.409 2.157
C 1.676 0.331 1.509
C 2.340 -0.355 0.315
O 1.582 -1.512 -0.027
C 3.195 2.913 0.296
C 1.942 3.668 0.181
C 1.058 2.980 -0.882
C -0.417 3.324 -0.736
C -1.148 2.521 0.301
N -2.485 3.059 0.517
C -3.049 2.451 1.733
C -3.341 2.753 -0.558
C -4.677 3.450 -0.616
O -3.061 1.988 -1.421
N 4.316 3.075 -0.484
S 4.357 4.288 -1.703
C 5.262 2.253 -0.185
C 6.597 2.079 -0.785
C 6.664 2.300 -2.267
N 7.591 3.003 -2.694
H 7.040 -1.210 2.060
H 8.492 -0.257 2.255
H 7.676 -0.421 0.663
H 7.017 1.795 1.814
H 6.564 0.829 3.174
H 2.040 2.250 2.512
H 3.207 0.983 2.951
H 0.793 0.852 1.179
H 1.466 -0.414 2.265
H 3.358 -0.666 0.543
H 2.302 0.247 -0.580
H 1.543 -2.042 0.776
H 1.384 3.606 1.101
H 2.109 4.684 -0.142
H 1.161 1.905 -0.834
H 1.361 3.256 -1.887
H -0.540 4.384 -0.545
H -0.897 3.096 -1.677
H -1.179 1.454 0.080
H -0.616 2.618 1.248
H -2.734 1.416 1.861
H -4.129 2.464 1.729
H -2.738 3.004 2.611
H -4.607 4.248 -1.343
H -4.961 3.877 0.335
H -5.412 2.726 -0.902
H 3.857 3.612 -2.758
H 6.899 1.054 -0.601
H 7.331 2.695 -0.287
H 5.952 1.858 -2.959
H 7.544 3.067 -3.707
C -0.334 4.990 -4.906
Cl 1.225 5.477 -4.202
Cl -1.372 6.409 -5.030
Cl -0.071 4.317 -6.510
Cl -1.138 3.818 -3.862
C 2.165 -0.877 5.820
Cl 3.761 -0.488 6.463
Cl 1.221 0.607 5.641
Cl 2.344 -1.647 4.234
Cl 1.337 -1.977 6.916
C -1.694 -3.153 1.931
Cl -0.095 -2.744 2.589
Cl -2.645 -1.674 1.753
Cl -1.502 -3.921 0.357
Cl -2.504 -4.252 3.040
C -1.354 -6.104 6.850
Cl -0.422 -7.602 6.796
Cl -2.041 -5.894 8.458
Cl -0.288 -4.737 6.489
Cl -2.652 -6.178 5.655
C -0.690 -4.112 11.814
Cl -0.331 -3.159 10.366
Cl 0.592 -5.292 12.077
Cl -0.802 -3.039 13.210
Cl -2.229 -4.955 11.597
C -3.508 4.570 -8.811
Cl -4.376 6.117 -8.866
Cl -3.109 4.196 -7.128
Cl -4.517 3.294 -9.495
Cl -2.017 4.695 -9.752
C -7.456 -3.205 -2.190
Cl -6.928 -2.227 -3.563
Cl -8.539 -2.256 -1.167
Cl -8.305 -4.630 -2.786
Cl -6.050 -3.725 -1.246
C -9.979 -7.646 -5.435
Cl -8.351 -8.293 -5.661
Cl -10.106 -6.079 -6.240
Cl -11.159 -8.761 -6.123
Cl -10.296 -7.444 -3.708
C -7.119 3.023 -6.117
Cl -8.853 3.342 -6.151
Cl -6.588 2.810 -4.444
Cl -6.772 1.560 -7.056
Cl -6.253 4.368 -6.869
C 0.429 -9.452 11.582
Cl 0.259 -8.873 9.921
Cl 2.113 -9.283 12.092
Cl -0.604 -8.498 12.647
Cl -0.044 -11.150 11.665
C -4.540 -2.386 -7.260
Cl -5.272 -0.782 -7.055
Cl -4.240 -3.179 -5.711
Cl -5.630 -3.400 -8.209
Cl -3.010 -2.202 -8.127
C 10.050 2.834 -5.825
Cl 8.409 3.442 -6.125
Cl 10.355 2.762 -4.085
Cl 10.206 1.219 -6.518
Cl 11.214 3.917 -6.583

Values from the calculation:
Frontier orbital gap in eV: 9.082
Charge: +1
LUMO energy in eV: -2.437
HOMO in eV: -11.5
ΔE to the lowest compared entry with this formula, charge and spin in kcal per mole: 0.0

***

Entry 3:
Computed, not measured: C29H31ClN4O4P2Sn as an isolated structure, with ωB97M-V with the def2-TZVPD basis set.

Atoms and positions in Å:
Sn -0.146 -0.061 -0.337
C 4.053 -0.225 -0.024
P 2.548 0.332 -0.867
C 2.774 -0.154 -2.610
C 2.782 2.146 -0.958
C 1.642 2.860 -1.698
P 0.048 2.479 -0.921
C -1.249 3.274 -1.884
C 0.095 3.382 0.650
H 4.915 0.218 -0.527
H 4.132 -1.309 -0.066
H 4.040 0.076 1.024
H 3.644 0.365 -3.016
H 1.900 0.093 -3.215
H 2.938 -1.227 -2.690
H 3.732 2.318 -1.468
H 2.891 2.530 0.059
H 1.601 2.550 -2.745
H 1.779 3.943 -1.685
H -1.042 4.345 -1.917
H -2.211 3.100 -1.403
H -1.280 2.878 -2.898
H 0.327 4.424 0.424
H 0.848 2.984 1.331
H -0.876 3.344 1.141
O -2.671 2.596 4.340
C -1.544 2.041 4.741
O -1.085 2.218 5.830
C -0.793 1.164 3.756
C 0.430 0.551 4.052
Cl 1.205 0.558 5.540
N 0.848 -0.159 2.976
N -0.055 -0.004 1.964
C -1.028 0.793 2.439
C -2.145 1.142 1.502
O -3.089 1.818 1.833
O -1.933 0.761 0.271
C 1.983 -1.041 2.842
C 1.859 -2.115 1.975
C 2.888 -3.033 1.846
C 4.059 -2.880 2.572
C 4.180 -1.799 3.432
C 3.152 -0.878 3.578
H -2.946 2.323 3.436
H 0.930 -2.297 1.462
H 2.759 -3.885 1.192
H 4.862 -3.598 2.478
H 5.083 -1.663 4.012
H 3.300 -0.048 4.244
C -6.255 0.796 -2.668
C -5.086 1.421 -3.080
C -3.866 0.809 -2.850
C -3.818 -0.418 -2.207
C -4.988 -1.064 -1.818
C -6.205 -0.452 -2.054
N -2.519 -0.966 -1.986
N -2.521 -2.169 -1.692
C -1.223 -2.713 -1.470
C -1.139 -4.085 -1.673
C 0.087 -4.724 -1.690
C 1.249 -3.995 -1.494
C 1.170 -2.637 -1.213
C -0.063 -1.991 -1.174
H -7.209 1.280 -2.825
H -5.130 2.382 -3.574
H -2.943 1.264 -3.176
H -4.933 -2.027 -1.331
H -7.121 -0.945 -1.760
H -2.059 -4.623 -1.860
H 0.135 -5.788 -1.878
H 2.215 -4.482 -1.541
H 2.085 -2.105 -0.998

Values from the calculation:
Frontier orbital gap in eV: 7.249
Charge: +2
LUMO energy in eV: -6.501
HOMO in eV: -13.8

***

Computed E (Eh) in order:
-1544.0287, -24055.2653, -3000.3506